[1]
30
Properties=species:S:1:pos:R:3:forces:R:3 method="wB97M-V/def2-TZVPD" energy_ha=-1009.4060 multiplicity=1 gap_ha=0.1255 charge=+1 e_above_lowest_kcal_mol=46.2 homo_ev=-11.491
In -2.346 -1.095 -0.778 -0.357 -2.260 -0.114
C -0.075 0.916 2.013 -4.327 -2.346 -2.869
C -1.122 0.475 1.073 3.903 6.062 1.709
C -1.546 1.395 -0.120 1.993 4.038 4.583
O -2.272 0.889 -0.975 -5.178 2.525 -1.535
C -1.002 2.741 -0.141 -3.799 -3.801 -1.105
C 0.036 3.106 0.688 3.141 4.117 0.599
C 0.471 2.167 1.819 5.576 1.981 3.337
O 1.506 2.389 2.579 -3.624 0.250 -3.102
O 0.589 4.226 0.437 -1.117 -3.418 1.385
O -1.597 -0.634 1.119 -4.097 -3.272 0.916
H 0.181 0.275 2.844 0.112 0.173 0.062
H -1.313 3.434 -0.908 0.012 -0.045 -0.123
C 1.600 -2.528 0.629 1.669 -0.369 0.016
C 0.353 -1.780 0.289 1.382 -0.026 0.963
C 0.578 -0.695 -0.719 2.944 1.134 -0.606
O -0.528 -0.105 -1.379 3.314 -3.128 -0.649
C -0.145 0.967 -2.207 1.019 1.274 -1.506
N -0.533 -2.711 -0.282 -2.705 -1.632 -0.981
H 2.101 -3.047 -0.188 -0.094 0.422 -0.725
H 1.392 -3.390 1.262 -0.204 0.438 0.673
H 2.356 -1.873 1.063 -0.035 -0.155 0.312
H -0.061 -1.406 1.225 0.830 -0.512 -0.563
H 1.302 -0.970 -1.486 -0.024 -0.687 -0.180
H 1.120 0.090 -0.192 -0.108 0.384 0.159
H 0.200 1.789 -1.581 0.210 -0.193 -0.305
H -0.996 1.336 -2.779 0.102 -0.355 0.096
H 0.677 0.737 -2.884 -0.111 -0.610 0.006
H -0.947 -3.333 0.397 -0.302 0.068 0.535
H 0.021 -3.366 -0.816 -0.126 -0.058 -0.987



[2]
19
Properties=species:S:1:pos:R:3:forces:R:3 method="wB97M-V/def2-TZVPD" energy_ha=-348.1165 multiplicity=1 gap_ha=0.3940 e_above_lowest_kcal_mol=55.4 homo_ev=-9.793
C -2.749 -1.351 0.896 -0.072 -0.053 -0.005
C -1.725 -0.238 1.026 -0.247 0.096 0.023
O -0.455 -0.785 1.344 0.064 -0.151 -0.061
C 1.039 1.005 -0.415 -0.044 0.072 -0.045
C 2.500 1.095 -0.850 0.242 0.277 0.198
O 2.233 0.314 -2.027 0.106 -0.107 -0.128
C 1.027 -0.170 -1.422 -0.307 -0.166 0.005
H -2.699 -1.974 1.794 -0.099 0.065 -0.120
H -2.515 -1.986 0.033 -0.068 0.086 0.106
H -3.768 -0.969 0.781 0.129 -0.017 -0.007
H -1.978 0.440 1.847 -0.016 -0.133 -0.083
H -1.679 0.374 0.109 0.020 -0.147 0.179
H 0.439 1.849 -0.770 0.153 -0.146 -0.010
H 0.831 0.816 0.638 0.087 0.013 -0.305
H 2.924 2.077 -1.071 -0.024 -0.136 -0.054
H 3.164 0.543 -0.168 -0.032 0.142 -0.114
H -0.069 -1.105 0.520 -0.037 -0.103 0.284
H 1.211 -1.161 -0.961 -0.032 0.253 -0.053
H 0.203 -0.274 -2.142 0.178 0.154 0.189



[3]
23
Properties=species:S:1:pos:R:3:forces:R:3 method="wB97M-V/def2-TZVPD" energy_ha=-533.9170 multiplicity=1 gap_ha=0.2938 charge=+1 e_above_lowest_kcal_mol=84.9 homo_ev=-12.612
C -2.795 -1.482 0.069 -0.302 0.725 -0.249
C 2.923 -1.430 0.120 0.118 0.762 -0.791
C 1.556 -1.760 -0.027 1.104 0.054 0.529
C 2.987 -0.086 -0.046 -1.915 -2.250 0.825
C 0.863 -0.559 -0.094 1.464 -3.537 0.141
C -1.426 -1.632 0.005 1.941 -1.391 0.460
C -0.543 -0.611 -0.016 -1.893 3.042 -1.543
C -0.717 1.500 1.191 2.467 1.590 -0.191
C -0.895 1.698 -1.274 -0.872 2.325 1.194
N -3.923 -1.331 0.121 -1.618 0.262 0.109
N -1.193 0.872 -0.117 -2.422 -2.581 4.754
O 1.763 0.459 -0.096 -1.058 0.810 -0.379
H 3.810 -2.022 0.233 -0.121 -0.473 -0.085
H 1.279 -2.804 -0.049 -0.739 0.292 0.064
H 3.792 0.511 -0.154 2.246 2.208 -0.147
H -1.208 -2.730 0.098 0.729 1.367 -0.126
H -0.742 0.830 2.070 0.486 -0.217 -0.994
H 0.308 1.952 0.874 -1.439 -1.331 1.236
H -1.199 2.387 1.595 -1.090 0.095 -0.976
H -1.452 1.294 -2.050 -1.179 -0.196 -1.740
H -1.049 2.858 -1.096 0.134 -2.670 -0.225
H 0.091 1.452 -1.431 2.435 0.275 -0.864
H -2.229 0.634 0.074 1.524 0.839 -1.002



[4]
29
Properties=species:S:1:pos:R:3:forces:R:3 method="wB97M-V/def2-TZVPD" energy_ha=-1041.3355 multiplicity=1 gap_ha=0.3137 e_above_lowest_kcal_mol=41.4 homo_ev=-8.077
C -5.386 -0.384 -0.920 0.046 0.088 0.062
C -0.285 1.284 -0.404 -0.112 0.057 -0.245
C -4.116 -0.703 -1.128 0.535 0.062 0.280
C -1.224 0.508 -0.938 -0.566 -0.170 0.373
C 3.596 -0.377 0.840 -0.208 -0.086 -0.165
C -1.592 -2.335 1.108 -1.515 2.436 -1.450
C 0.961 1.730 -1.096 0.188 0.133 0.109
C 2.396 -0.075 -0.048 0.172 0.248 0.170
C 2.205 1.426 -0.254 -0.155 -0.298 -0.218
Si -2.695 -0.200 -0.024 1.447 -1.979 1.307
S -3.366 1.076 1.596 -0.093 -0.517 -0.082
H -6.174 -0.703 -1.582 -0.154 -0.117 -0.168
H -5.686 0.222 -0.080 -0.039 0.130 0.173
H -0.388 1.641 0.614 -0.059 0.006 0.218
H -3.861 -1.317 -1.982 -0.007 -0.121 -0.168
H -1.080 0.158 -1.952 0.070 -0.065 -0.231
H 3.714 -1.450 0.972 0.089 -0.083 0.064
H 3.465 0.075 1.820 0.044 0.045 0.148
H 4.509 0.018 0.399 0.127 0.029 0.000
H -1.381 -2.009 2.109 0.048 0.159 0.315
H -2.339 -3.106 1.046 -0.180 -0.244 0.014
H -0.716 -2.527 0.513 0.214 -0.003 -0.188
H 1.047 1.237 -2.068 -0.048 0.057 -0.043
H 0.906 2.810 -1.266 -0.011 -0.016 -0.068
H 1.491 -0.490 0.403 0.000 -0.074 -0.065
H 2.530 -0.556 -1.020 -0.095 -0.045 -0.041
H 2.112 1.915 0.718 0.045 0.073 0.051
H 3.085 1.839 -0.752 0.047 0.062 0.059
H -2.657 2.136 1.221 0.169 0.234 -0.212



[5]
24
Properties=species:S:1:pos:R:3:forces:R:3 method="wB97M-V/def2-TZVPD" energy_ha=-1258.6857 multiplicity=1 gap_ha="0.2610 / 0.2451" e_above_lowest_kcal_mol=53.7 homo_ev="-7.364 / -7.147"
C -1.829 0.744 -0.422 -2.481 -2.216 5.043
C -1.345 0.777 0.940 -0.101 0.717 -4.350
C -1.219 1.363 -1.416 3.801 0.497 -3.199
C 2.481 -0.924 0.143 -0.351 -0.415 -1.511
C 2.732 0.591 -0.083 -0.347 -0.664 -0.613
C 0.599 -0.217 -1.500 -0.329 1.448 2.311
C -1.951 0.035 2.060 1.523 1.048 1.279
C 0.262 -1.169 -2.552 -3.266 -0.581 0.814
O -0.914 2.077 -2.288 -1.150 0.059 0.716
O 3.039 -0.054 -2.628 0.447 -0.683 -0.690
S 0.680 -0.946 0.116 -0.611 -0.244 -0.417
S 2.087 0.744 -1.835 -0.417 1.024 1.027
H -2.699 0.069 -0.707 1.220 0.898 0.292
H -0.544 1.525 0.988 -0.282 -0.517 0.920
H 2.779 -1.575 -0.795 -0.046 1.530 1.897
H 2.767 -1.472 1.029 0.566 0.461 0.396
H 2.187 1.303 0.568 0.164 -0.776 -0.162
H 3.760 0.898 -0.150 0.559 0.022 -0.112
H -2.919 -0.302 1.785 -0.833 -0.462 0.059
H -1.280 -0.797 2.371 -0.577 0.330 -0.222
H -1.979 0.744 2.932 -0.345 -0.796 -0.574
H -0.148 -0.603 -3.397 0.463 -0.577 -0.422
H -0.638 -1.810 -2.088 2.169 0.963 -1.418
H 1.175 -1.704 -2.694 0.225 -1.065 -1.066



[6]
98
Properties=species:S:1:pos:R:3:forces:R:3 method="wB97M-V/def2-TZVPD" energy_ha=-3463.7659 multiplicity=1 gap_ha=0.1032 charge=+1 homo_ev=-8.759
C -4.079 2.213 -2.572 0.738 0.289 0.187
C -3.065 2.037 -1.435 -1.235 -1.459 -0.653
O -3.416 2.790 -0.265 1.073 0.297 -0.026
C -2.622 3.855 0.126 -1.011 0.195 0.347
C -2.289 3.784 1.616 -0.667 -0.311 -0.364
O -1.480 2.691 2.014 0.852 0.631 0.034
C -0.142 2.920 1.703 -0.179 -0.300 -0.538
C 0.761 2.842 2.907 -0.159 -0.115 0.761
N 2.195 3.068 2.563 -1.792 0.208 -0.481
C 2.558 2.822 1.288 1.121 0.474 -0.055
N 3.828 2.977 0.980 0.231 0.719 -0.357
N 1.742 2.460 0.270 -1.670 -0.734 0.273
C 1.516 3.458 -0.733 1.702 0.572 -0.346
S 1.753 2.863 -2.445 -1.879 -0.406 -1.079
O 0.655 3.421 -3.171 -0.101 1.525 -0.031
O 1.818 1.459 -2.465 1.274 -1.035 0.677
C 0.434 1.889 0.712 -0.236 0.654 0.774
H -5.031 2.572 -2.208 -0.199 0.126 0.096
H -4.230 1.249 -3.038 -0.097 -0.241 -0.174
H -3.676 2.893 -3.313 -0.343 0.225 -0.257
H -2.062 2.234 -1.825 0.297 0.343 0.426
H -3.094 0.960 -1.150 0.313 1.029 0.150
H -1.725 4.026 -0.505 0.190 -0.391 -0.268
H -3.241 4.760 0.032 0.208 0.384 -0.073
H -3.240 3.664 2.115 -0.202 -0.115 0.271
H -1.862 4.740 1.956 0.127 0.074 0.090
H -0.076 3.950 1.290 0.287 -0.034 -0.108
H 0.492 3.521 3.707 -0.046 0.272 0.033
H 0.653 1.844 3.318 0.106 -0.233 0.164
H 2.458 4.012 2.820 0.735 -0.235 0.601
H 4.201 2.501 0.175 0.094 0.175 -0.195
H 4.430 3.528 1.571 0.342 -0.386 0.160
H 0.506 3.886 -0.694 0.039 -1.128 -0.230
H 2.228 4.278 -0.591 0.186 0.138 -0.183
H 2.885 3.463 -2.918 0.092 -0.121 0.461
H 0.639 1.003 1.292 -0.213 -0.747 -0.301
H -0.239 1.660 -0.106 0.022 -0.318 -0.294
C -1.974 5.052 -4.285 -0.023 -0.076 -0.002
C -1.908 6.251 -5.208 0.141 0.056 -0.092
O -3.285 6.529 -5.450 0.156 -0.163 0.171
C -4.009 6.025 -4.416 -0.010 0.041 -0.131
O -5.153 6.233 -4.228 -0.245 0.053 0.106
O -3.222 5.245 -3.617 0.234 0.247 -0.061
H -1.163 5.016 -3.560 -0.047 -0.037 0.045
H -2.000 4.107 -4.829 0.019 -0.023 0.017
H -1.452 7.125 -4.733 -0.018 -0.007 0.014
H -1.385 6.043 -6.137 -0.164 0.038 -0.103
C 4.716 -0.097 1.963 -0.121 0.139 -0.043
C 3.396 -0.192 1.869 0.298 -0.083 -0.008
C 2.709 -1.508 1.885 -0.072 -0.200 -0.008
O 1.506 -1.571 1.802 -0.171 0.178 0.047
C 3.556 -2.717 2.006 0.124 -0.087 -0.012
C 4.882 -2.627 2.097 -0.130 0.048 -0.008
C 5.567 -1.312 2.086 0.094 -0.206 0.017
O 6.769 -1.215 2.171 0.030 0.112 -0.018
H 5.238 0.853 1.956 0.099 -0.056 0.062
H 2.752 0.671 1.776 -0.046 -0.233 0.098
H 3.037 -3.667 2.015 -0.050 0.021 -0.024
H 5.518 -3.498 2.184 0.036 0.022 0.008
Cl -2.251 -0.554 0.030 0.702 -0.195 0.471
C -2.803 -0.933 3.607 0.105 -0.144 0.046
C -3.494 -1.714 4.525 0.067 0.166 -0.057
C -4.459 -1.142 5.339 -0.035 -0.260 0.084
C -4.723 0.209 5.218 0.088 -0.084 -0.103
C -4.039 1.001 4.314 0.155 0.201 -0.150
C -3.073 0.425 3.506 0.028 -0.060 0.091
N -5.760 0.819 6.061 -0.023 0.019 0.029
O -6.331 0.107 6.860 -0.014 -0.006 0.027
O -5.986 2.005 5.908 0.014 0.033 0.012
H -2.055 -1.379 2.964 -0.090 0.039 -0.112
H -3.283 -2.771 4.603 -0.022 -0.017 0.011
H -4.997 -1.750 6.051 -0.100 0.108 0.040
H -4.254 2.056 4.234 -0.149 -0.006 0.108
H -2.532 1.028 2.793 -0.177 -0.227 -0.040
C 3.141 -9.291 -3.007 -0.135 0.053 -0.077
O 2.167 -8.304 -2.752 0.283 0.110 0.163
C 1.449 -8.534 -1.551 -0.112 0.064 -0.312
C 1.029 -7.231 -0.910 -0.137 -0.038 0.112
O 2.083 -6.535 -0.255 0.062 0.038 0.038
C 3.060 -5.904 -1.066 0.045 0.011 0.127
C 2.558 -4.664 -1.778 0.101 -0.114 -0.318
O 1.746 -5.011 -2.882 -0.218 -0.027 0.154
C 0.733 -4.058 -3.136 0.065 -0.080 -0.031
H 2.674 -10.260 -3.214 0.090 -0.060 0.048
H 3.709 -8.979 -3.881 -0.058 0.008 -0.044
H 3.833 -9.387 -2.162 -0.023 -0.086 0.014
H 2.057 -9.106 -0.840 0.008 0.004 0.016
H 0.551 -9.115 -1.799 -0.024 -0.062 0.204
H 0.315 -7.471 -0.120 0.048 0.000 0.046
H 0.513 -6.586 -1.622 0.105 -0.054 -0.149
H 3.516 -6.611 -1.761 -0.126 0.065 -0.186
H 3.846 -5.594 -0.370 -0.033 0.036 0.033
H 3.415 -4.090 -2.160 0.070 0.068 0.209
H 2.000 -4.042 -1.067 -0.014 -0.013 0.023
H 0.112 -3.900 -2.248 0.019 0.101 -0.008
H 0.103 -4.449 -3.932 0.060 -0.012 -0.043
H 1.165 -3.104 -3.458 -0.069 0.063 0.038
Na -0.016 5.784 -0.411 -0.686 0.556 -0.080



[7]
7
Properties=species:S:1:pos:R:3:forces:R:3 method="wB97M-V/def2-TZVPD" energy_ha=-95.7679 multiplicity=2 gap_ha="0.1412 / 0.3709" charge=-1 homo_ev="1.632 / -4.620"
C -0.603 0.017 -0.403 1.253 2.046 1.098
N 0.582 -0.126 0.487 -0.618 1.131 0.905
H -0.346 0.495 -1.346 -0.011 0.609 -0.224
H -1.342 0.672 0.166 0.415 -1.209 -0.886
H -0.868 -0.935 -0.726 -1.386 -1.761 -0.177
H 1.435 -0.258 -0.037 0.079 0.045 -0.353
H 0.660 0.806 0.953 0.269 -0.860 -0.364



[8]
14
Properties=species:S:1:pos:R:3:forces:R:3 method="wB97M-V/def2-TZVPD" energy_ha=-330.6193 multiplicity=1 gap_ha=0.3974 charge=+1 e_above_lowest_kcal_mol=0.0 homo_ev=-14.242
Rb -1.859 -0.186 1.512 0.216 0.017 -0.350
O -0.230 -2.175 2.845 -0.305 0.293 -0.047
H -0.791 -2.180 3.626 0.086 -0.263 0.225
H 0.640 -2.420 3.170 0.142 -0.065 -0.006
C -0.050 1.403 -1.319 -0.084 -0.010 -0.210
C 0.799 0.168 -1.183 0.147 0.246 -0.130
O 0.754 -0.297 0.169 -0.128 -0.011 -0.058
O -1.434 1.023 -1.298 0.013 0.008 0.369
H 0.196 1.882 -2.267 -0.032 -0.007 -0.045
H 0.166 2.116 -0.516 0.049 -0.090 0.004
H 1.823 0.431 -1.464 -0.001 -0.029 0.085
H 0.441 -0.598 -1.877 -0.022 0.004 0.072
H 1.497 -0.893 0.296 -0.067 -0.062 0.115
H -1.953 1.729 -1.695 -0.014 -0.032 -0.022